{"formula": "C26H36BClF4N7O4RbSi", "method": "wB97M-V/def2-TZVPD", "elements": ["Rb", "O", "C", "C", "C", "C", "C", "C", "C", "O", "N", "O", "O", "H", "H", "H", "H", "C", "C", "C", "C", "C", "C", "N", "N", "Si", "C", "C", "C", "H", "H", "H", "H", "H", "H", "H", "H", "H", "H", "H", "H", "H", "H", "H", "C", "N", "C", "C", "N", "N", "C", "C", "H", "H", "H", "H", "H", "H", "H", "H", "H", "H", "H", "H", "H", "Cl", "C", "C", "C", "C", "N", "C", "H", "H", "H", "H", "F", "B", "F", "F", "F"], "positions_angstrom": [[-0.094, 0.891, 0.947], [1.743, -1.615, 1.568], [2.802, -1.855, 2.099], [3.793, -0.908, 2.542], [5.077, -1.285, 2.897], [6.080, -0.358, 3.163], [5.796, 1.001, 3.137], [4.516, 1.460, 2.853], [3.441, 0.558, 2.545], [2.304, 0.973, 2.298], [7.375, -0.847, 3.474], [8.376, -0.033, 3.497], [7.512, -2.066, 3.732], [3.060, -2.907, 2.418], [5.395, -2.321, 2.871], [6.578, 1.750, 3.240], [4.306, 2.530, 2.893], [-4.044, 1.001, -1.158], [-2.949, 1.223, -2.169], [-3.244, 1.414, -3.522], [-2.190, 1.585, -4.441], [-0.879, 1.516, -3.959], [-0.595, 1.204, -2.568], [-1.710, 1.190, -1.720], [0.585, 0.959, -2.145], [2.118, 1.312, -2.819], [2.376, 0.210, -4.315], [2.087, 3.185, -3.375], [3.264, 0.922, -1.344], [-3.653, 0.498, -0.251], [-4.725, 0.339, -1.671], [-4.691, 1.869, -0.919], [-4.284, 1.375, -3.821], [-2.298, 1.875, -5.507], [0.006, 1.713, -4.656], [3.005, -0.676, -4.031], [2.888, 0.626, -5.211], [1.430, -0.215, -4.646], [2.764, 3.844, -2.799], [1.126, 3.641, -3.501], [2.587, 3.191, -4.373], [3.471, -0.124, -1.149], [2.832, 1.381, -0.454], [4.227, 1.380, -1.537], [-0.874, -4.472, -1.485], [-2.053, -4.923, -0.722], [-3.139, -5.442, -1.566], [-2.462, -4.041, 0.264], [-1.883, -2.909, 0.410], [-3.519, -4.511, 1.014], [-4.207, -3.664, 2.052], [-3.565, -5.946, 1.265], [-1.132, -3.604, -2.065], [-0.517, -5.303, -2.108], [-0.098, -4.085, -0.800], [-3.066, -6.503, -1.612], [-2.878, -5.067, -2.578], [-4.149, -5.205, -1.197], [-2.164, -2.414, 1.271], [-4.204, -2.592, 1.679], [-3.712, -3.662, 3.032], [-5.197, -4.057, 2.291], [-2.745, -6.405, 0.678], [-4.497, -6.419, 0.969], [-3.403, -6.228, 2.273], [-3.423, 6.512, 1.416], [-1.746, 6.091, 1.306], [-0.779, 7.032, 1.040], [0.558, 6.650, 0.949], [0.845, 5.329, 1.127], [-0.055, 4.370, 1.487], [-1.323, 4.754, 1.568], [-1.008, 8.135, 1.010], [1.322, 7.341, 0.609], [1.900, 5.012, 1.039], [-2.059, 3.995, 1.972], [-2.534, 1.188, 2.036], [-2.456, 0.149, 3.098], [-3.852, -0.288, 3.329], [-1.907, 0.697, 4.224], [-1.586, -0.915, 2.614]], "forces_ev_per_a": [[0.239, -0.232, -0.477], [0.136, -0.221, -0.237], [-0.272, -0.906, 0.823], [0.701, 2.105, 0.087], [-0.587, -0.410, -0.527], [0.416, -0.703, 0.280], [-1.089, 1.864, -0.752], [1.675, -0.297, 0.632], [-0.214, -0.925, -0.055], [0.124, 0.168, 0.054], [2.023, 0.364, 0.382], [-2.417, -1.850, -0.025], [0.092, 1.629, -0.395], [-0.073, 0.141, -0.465], [-0.296, -0.100, 0.081], [0.009, -0.376, 0.313], [-0.024, -0.333, -0.187], [-0.274, -0.179, 0.086], [0.797, 0.483, -0.450], [-0.354, -0.168, -0.479], [1.282, 0.491, 0.556], [0.090, 0.387, -1.186], [-2.505, 0.594, -1.611], [1.177, -0.470, 0.500], [1.825, -0.031, 1.409], [-2.010, 0.204, 1.208], [1.543, -0.969, -0.698], [2.367, -0.683, -0.557], [0.225, 0.705, -1.009], [-0.276, 0.569, -0.482], [-0.463, -0.600, 0.072], [0.766, -0.089, 0.066], [-0.041, 0.120, -0.224], [-0.375, -0.423, 0.757], [-1.395, -0.378, 0.955], [-0.443, 0.627, -0.082], [-0.310, 0.018, 0.514], [-0.178, 0.171, 0.066], [-0.493, -0.237, 0.167], [-0.641, 0.017, 0.196], [-0.420, 0.049, 0.276], [-0.333, -0.263, -0.074], [0.020, -0.051, -0.004], [0.498, 0.235, 0.187], [-0.059, -0.131, 0.902], [0.161, 0.014, -0.398], [1.022, 0.710, -0.633], [0.512, 1.720, 0.780], [-0.329, -0.178, 0.314], [-1.603, -0.575, 1.746], [1.250, 0.672, -1.122], [0.642, -0.051, -1.364], [-0.149, 0.369, -0.687], [-0.024, 0.266, 0.166], [-0.356, -0.588, -0.211], [-0.020, -1.136, -0.105], [-0.990, -0.078, 0.295], [0.541, 0.353, -0.336], [0.289, -0.296, -0.585], [-0.394, -1.341, 0.558], [0.471, 0.001, -0.268], [-0.149, 0.100, -0.670], [-0.588, 0.099, 0.433], [-0.406, 0.067, -0.233], [0.237, 0.089, 1.389], [0.072, 0.000, 0.040], [0.765, -0.982, 0.365], [-0.233, 1.934, 0.232], [-0.637, -0.001, -0.573], [0.763, -1.532, 0.397], [0.159, 1.258, -0.401], [-0.873, -0.212, 0.604], [-0.079, -1.412, -0.277], [-0.057, 0.019, 0.351], [-0.737, -0.117, 0.033], [0.811, 0.837, -0.817], [-0.033, -1.063, 1.173], [-1.191, -0.036, -1.298], [2.063, 0.175, -0.309], [-0.036, 0.073, 0.327], [-1.334, 0.921, 0.490]], "mulliken_charge": [0.823, -0.415, -0.502, 0.647, -0.349, -0.094, -0.313, -0.521, -0.139, -0.398, 0.870, -0.651, -0.643, 0.190, 0.442, 0.397, 0.400, -1.089, 0.470, -0.554, -0.874, 0.101, -0.238, 0.222, 0.121, 0.119, -1.119, -1.134, -0.888, 0.095, 0.406, 0.217, 0.336, 0.296, 0.086, 0.266, 0.358, 0.361, 0.357, 0.359, 0.306, 0.312, -0.092, 0.426, -1.020, 0.010, -1.114, 0.626, -0.436, 0.169, -1.046, -1.208, 0.414, 0.314, 0.293, 0.292, 0.384, 0.360, -0.040, 0.332, 0.345, 0.296, 0.387, 0.287, 0.425, -0.251, 0.244, -0.172, -0.559, -0.208, -0.231, -0.066, 0.292, 0.353, 0.321, 0.273, -0.414, 0.619, -0.437, -0.345, -0.458], "orbital_gap_ev": 5.3, "charge": -2, "e_homo_ev": -1.580, "spin_multiplicity": 1, "lumo_ev": 3.676}

***

{"formula": "C27H16F13NNiO2SSb", "method": "wB97M-V/def2-TZVPD", "elements": ["Ni", "O", "N", "C", "C", "C", "C", "C", "S", "H", "H", "H", "H", "F", "C", "F", "F", "C", "O", "C", "F", "F", "F", "C", "F", "F", "F", "F", "F", "C", "C", "C", "C", "C", "C", "Sb", "C", "C", "C", "C", "F", "C", "C", "C", "C", "C", "C", "F", "C", "C", "H", "H", "H", "H", "H", "H", "H", "H", "H", "H", "H", "H"], "positions_angstrom": [[-0.693, 2.076, 1.041], [-1.368, 1.434, -0.693], [-1.857, 2.451, -1.463], [-1.884, 2.211, -2.833], [-2.412, 3.166, -3.664], [-2.923, 4.358, -3.160], [-2.880, 4.549, -1.741], [-2.354, 3.602, -0.896], [-2.286, 3.754, 0.850], [-1.475, 1.259, -3.128], [-2.412, 2.956, -4.729], [-3.329, 5.118, -3.812], [-3.249, 5.458, -1.288], [0.342, -0.536, 5.546], [0.456, 0.551, 4.741], [0.911, 1.554, 5.517], [1.418, 0.280, 3.857], [-0.880, 0.955, 4.030], [-0.661, 1.806, 3.052], [-1.814, 1.619, 5.102], [-1.819, 0.985, 6.306], [-1.458, 2.881, 5.339], [-3.087, 1.640, 4.674], [-1.580, -0.366, 3.541], [-2.232, -1.042, 4.522], [-2.470, -0.112, 2.583], [-0.684, -1.234, 3.024], [1.051, 2.650, 0.538], [4.291, 1.413, -4.586], [3.485, 1.038, -3.551], [2.426, 1.851, -3.205], [1.612, 1.468, -2.148], [1.854, 0.274, -1.462], [2.930, -0.513, -1.846], [3.767, -0.138, -2.895], [0.491, -0.288, 0.075], [1.716, -1.953, 0.762], [1.475, -3.293, 0.475], [2.272, -4.308, 0.993], [3.327, -3.961, 1.808], [4.117, -4.946, 2.317], [3.609, -2.649, 2.127], [2.791, -1.658, 1.600], [-0.748, -1.521, -1.141], [-1.904, -2.058, -0.580], [-2.764, -2.860, -1.320], [-2.451, -3.110, -2.640], [-3.288, -3.891, -3.376], [-1.327, -2.590, -3.243], [-0.476, -1.797, -2.478], [2.243, 2.772, -3.741], [0.806, 2.116, -1.830], [3.139, -1.444, -1.332], [4.613, -0.740, -3.201], [0.649, -3.569, -0.172], [2.082, -5.351, 0.771], [4.441, -2.417, 2.779], [3.007, -0.628, 1.862], [-2.163, -1.830, 0.448], [-3.671, -3.270, -0.895], [-1.132, -2.798, -4.287], [0.407, -1.376, -2.944]], "forces_ev_per_a": [[-0.312, 0.333, 0.342], [-0.020, 0.007, -0.151], [0.203, -0.169, 0.098], [-0.163, 0.165, -0.013], [0.089, -0.225, -0.190], [0.000, 0.040, 0.015], [-0.047, 0.090, 0.152], [-0.125, 0.030, 0.031], [0.111, 0.005, -0.223], [0.007, -0.020, -0.055], [-0.023, 0.039, -0.004], [-0.017, 0.026, -0.032], [-0.008, 0.011, 0.002], [0.011, 0.076, -0.051], [0.128, -0.059, 0.111], [-0.032, -0.039, -0.017], [-0.060, -0.007, -0.017], [-0.071, 0.146, -0.238], [0.135, -0.059, 0.203], [-0.136, -0.007, 0.141], [0.004, 0.041, -0.100], [0.012, -0.042, -0.016], [0.053, -0.014, 0.009], [0.004, -0.207, 0.131], [0.063, 0.079, -0.103], [-0.010, 0.029, 0.018], [-0.057, 0.038, 0.038], [0.086, -0.086, 0.009], [0.009, 0.012, -0.014], [0.001, 0.020, -0.043], [-0.028, 0.017, 0.031], [0.108, 0.005, 0.080], [-0.076, 0.088, -0.189], [0.117, -0.135, -0.058], [-0.057, 0.067, 0.001], [0.146, 0.051, 0.289], [0.088, -0.039, -0.025], [-0.038, -0.064, -0.053], [0.049, -0.012, 0.030], [-0.025, 0.027, -0.012], [0.019, -0.026, 0.013], [-0.033, -0.059, -0.031], [0.078, 0.027, 0.072], [-0.070, -0.244, -0.214], [-0.087, 0.002, -0.004], [0.021, -0.003, -0.061], [0.010, 0.036, 0.085], [-0.027, -0.027, -0.023], [0.013, 0.012, 0.030], [-0.007, -0.013, -0.031], [0.023, 0.008, -0.028], [-0.028, -0.021, 0.021], [-0.023, 0.001, 0.026], [0.009, -0.023, 0.009], [-0.024, 0.029, -0.009], [0.003, -0.014, -0.001], [0.011, 0.005, 0.006], [-0.036, 0.058, -0.005], [0.011, 0.002, 0.021], [-0.008, -0.005, 0.017], [0.018, 0.006, -0.008], [0.006, -0.010, -0.013]], "nbo_charge": [1.438, -0.789, -0.095, -0.154, -0.239, -0.369, -0.346, 0.048, -0.441, 0.203, 0.187, 0.179, 0.200, -0.343, 0.950, -0.329, -0.313, 0.056, -0.883, 0.950, -0.347, -0.311, -0.325, 0.949, -0.341, -0.308, -0.332, -0.854, -0.354, 0.387, -0.302, -0.178, -0.300, -0.241, -0.320, 1.266, -0.406, -0.211, -0.304, 0.380, -0.351, -0.320, -0.129, -0.368, -0.188, -0.323, 0.449, -0.361, -0.326, -0.200, 0.225, 0.269, 0.216, 0.211, 0.219, 0.213, 0.217, 0.214, 0.223, 0.216, 0.214, 0.221], "orbital_gap_ev": [3.3, 6.0], "charge": -2, "e_homo_ev": [1.049, -1.738], "spin_multiplicity": 4, "s_squared": 3.7694, "lumo_ev": [4.312, 4.307]}

***

{"formula": "C4H8N3", "method": "wB97M-V/def2-TZVPD", "elements": ["C", "C", "C", "C", "N", "N", "N", "H", "H", "H", "H", "H", "H", "H", "H"], "positions_angstrom": [[-0.615, -0.774, -0.027], [1.706, 0.127, 0.017], [3.023, 0.741, 0.111], [-2.920, 0.016, 0.115], [-1.082, 1.450, 0.093], [0.742, -0.707, -0.082], [-1.470, 0.319, 0.016], [-0.852, -1.722, -0.507], [3.558, 0.216, 0.875], [3.391, 0.520, -0.909], [2.886, 1.782, 0.436], [-3.385, 0.727, -0.416], [-3.066, -0.890, -0.458], [-3.083, -0.141, 1.146], [1.168, -1.664, -0.410]], "forces_ev_per_a": [[1.101, -2.592, -1.088], [-2.657, 1.279, 0.708], [-1.409, -0.972, -0.912], [2.125, -3.257, -0.067], [1.667, 1.611, 0.082], [2.284, -0.879, -0.712], [0.460, -0.167, 0.143], [-1.107, 0.315, 0.481], [0.737, -0.314, 0.508], [0.737, 0.974, 0.526], [0.269, -0.066, -0.570], [-1.937, 2.970, -1.061], [-0.190, -0.505, 0.207], [-0.843, 0.155, 0.930], [-1.236, 1.447, 0.826]], "nbo_charge": [0.030, 0.527, -0.727, -0.403, -0.096, -0.503, -0.104, 0.218, 0.281, 0.286, 0.320, 0.240, 0.216, 0.242, 0.475], "orbital_gap_ev": [6.3, 6.5], "charge": 1, "e_homo_ev": [-12.567, -12.781], "spin_multiplicity": 1, "lumo_ev": [-6.316, -6.279]}

***

{"formula": "C25H21AsCl3IrN2O2PS4", "method": "wB97M-V/def2-TZVPD", "elements": ["Ir", "Cl", "C", "C", "C", "Cl", "C", "O", "C", "Cl", "C", "H", "H", "S", "C", "C", "N", "C", "S", "C", "N", "S", "P", "S", "C", "C", "C", "C", "C", "C", "C", "C", "C", "C", "C", "C", "H", "H", "H", "H", "H", "H", "H", "H", "H", "H", "C", "As", "C", "C", "O", "H", "H", "H", "H", "H", "H", "H", "H", "H"], "positions_angstrom": [[-0.216, 0.337, 1.075], [2.543, -6.227, 0.987], [2.293, -4.499, 1.003], [1.050, -3.983, 0.690], [0.881, -2.617, 0.730], [-0.686, -1.961, 0.299], [1.886, -1.692, 1.074], [1.723, -0.412, 1.120], [3.130, -2.293, 1.372], [4.453, -1.247, 1.794], [3.339, -3.656, 1.343], [0.230, -4.632, 0.414], [4.312, -4.057, 1.587], [0.525, 2.314, 1.928], [-0.909, 3.322, 1.857], [-0.719, 4.705, 2.165], [-0.523, 5.806, 2.442], [-2.131, 2.808, 1.584], [-2.394, 1.113, 1.300], [-3.293, 3.650, 1.575], [-4.241, 4.302, 1.585], [2.054, -1.071, -2.280], [0.435, 0.003, -2.477], [-0.161, 1.334, -1.021], [-1.021, -1.037, -2.864], [-2.316, -0.558, -2.676], [-3.408, -1.356, -2.986], [-3.215, -2.637, -3.487], [-1.927, -3.121, -3.669], [-0.833, -2.326, -3.354], [0.553, 1.170, -3.876], [-0.443, 1.334, -4.830], [-0.326, 2.322, -5.802], [0.783, 3.152, -5.819], [1.790, 2.980, -4.876], [1.678, 1.994, -3.912], [-2.462, 0.433, -2.262], [-4.410, -0.981, -2.822], [-4.068, -3.260, -3.724], [-1.772, -4.121, -4.054], [0.178, -2.697, -3.467], [-1.312, 0.689, -4.826], [-1.107, 2.443, -6.541], [0.862, 3.937, -6.561], [2.663, 3.621, -4.890], [2.458, 1.850, -3.174], [-1.044, 1.587, 4.946], [0.156, 0.200, 4.365], [1.984, 0.784, 4.321], [0.064, -1.139, 5.739], [-0.346, -0.595, 2.977], [-0.527, 2.544, 4.975], [-1.439, 1.331, 5.929], [-1.851, 1.633, 4.216], [2.032, 1.863, 4.442], [2.381, 0.513, 3.341], [2.541, 0.280, 5.110], [0.277, -0.693, 6.710], [0.783, -1.927, 5.521], [-0.940, -1.560, 5.735]], "forces_ev_per_a": [[-0.332, -0.209, 0.173], [0.001, 0.013, -0.010], [-0.004, -0.010, 0.017], [0.004, -0.014, -0.040], [0.057, -0.009, 0.073], [-0.053, 0.085, 0.073], [-0.055, 0.039, -0.041], [0.181, 0.030, -0.017], [0.038, -0.002, 0.016], [-0.054, -0.008, 0.011], [-0.005, 0.009, -0.007], [-0.003, 0.002, 0.000], [0.002, -0.001, -0.009], [-0.061, 0.145, -0.100], [-0.030, -0.011, 0.048], [0.006, -0.063, -0.025], [-0.007, 0.011, 0.019], [-0.033, 0.009, 0.055], [-0.020, -0.043, -0.176], [0.065, -0.027, 0.057], [-0.015, -0.005, -0.016], [0.032, -0.014, 0.019], [-0.148, 0.002, 0.073], [0.326, 0.139, -0.229], [-0.006, -0.027, -0.089], [0.012, -0.006, 0.037], [-0.005, -0.025, 0.011], [-0.017, 0.002, 0.012], [0.026, 0.008, 0.001], [-0.011, 0.012, -0.053], [-0.027, 0.102, 0.077], [0.014, -0.041, -0.036], [-0.003, -0.037, 0.003], [0.019, 0.012, 0.011], [-0.001, 0.008, -0.022], [-0.009, -0.042, -0.005], [0.006, 0.004, 0.018], [0.002, 0.009, -0.010], [0.001, -0.001, 0.000], [-0.001, -0.006, 0.015], [-0.001, 0.000, -0.010], [-0.024, 0.019, 0.030], [-0.005, 0.005, 0.008], [0.016, -0.021, -0.020], [-0.004, 0.007, 0.003], [-0.007, 0.018, 0.009], [-0.014, 0.021, -0.055], [0.016, -0.059, -0.095], [0.091, 0.011, 0.049], [-0.039, -0.061, -0.021], [0.013, 0.049, 0.198], [0.013, 0.010, -0.016], [0.005, 0.020, -0.020], [0.001, 0.012, -0.017], [-0.009, -0.019, 0.004], [0.011, -0.035, 0.010], [0.016, -0.030, -0.008], [0.018, -0.008, 0.008], [0.007, 0.015, -0.012], [0.002, 0.006, 0.017]], "nbo_charge": [0.642, -0.032, -0.079, -0.231, -0.122, 0.135, 0.398, -0.735, -0.104, -0.008, -0.239, 0.233, 0.232, 0.009, -0.331, 0.277, -0.337, -0.290, -0.043, 0.278, -0.331, -0.619, 1.115, -0.392, -0.304, -0.235, -0.213, -0.213, -0.227, -0.211, -0.281, -0.224, -0.219, -0.209, -0.216, -0.201, 0.248, 0.211, 0.205, 0.207, 0.242, 0.221, 0.206, 0.204, 0.209, 0.239, -1.001, 1.988, -1.006, -0.999, -1.116, 0.255, 0.231, 0.278, 0.256, 0.292, 0.230, 0.230, 0.249, 0.248], "orbital_gap_ev": 6.9, "charge": -1, "e_homo_ev": -4.721, "spin_multiplicity": 1, "lumo_ev": 2.156}